# 1
{
  "formula": "C22H15AuN6O2S3",
  "method": "the ωB97M-V functional and the def2-TZVPD basis",
  "charge": 2,
  "relative_energy_kcal_mol": 46.2,
  "homo_energy_ev": [-13.72, -13.48],
  "energy_ev": -72274.369,
  "lumo_ev": [-9.69, -9.82],
  "elements": ["Au", "S", "N", "C", "C", "C", "C", "C", "N", "C", "C", "N", "C", "C", "C", "C", "C", "N", "H", "H", "H", "H", "H", "H", "O", "C", "C", "C", "C", "C", "C", "C", "O", "N", "N", "C", "S", "C", "C", "S", "H", "H", "H", "H", "H", "H", "H", "H", "H"],
  "coordinates": [[-0.041, -1.347, -1.173], [5.302, -1.235, 4.197], [5.367, -1.388, 2.601], [4.133, -1.449, 2.115], [3.756, -1.583, 0.744], [4.684, -1.719, -0.295], [4.221, -1.860, -1.586], [2.848, -1.814, -1.818], [1.961, -1.664, -0.846], [2.376, -1.587, 0.437], [1.388, -1.538, 1.484], [0.097, -1.646, 1.143], [-0.845, -1.676, 2.058], [-0.568, -1.537, 3.420], [0.745, -1.396, 3.814], [1.757, -1.423, 2.843], [3.151, -1.358, 3.144], [3.704, -1.232, 4.344], [5.736, -1.716, -0.054], [4.903, -2.000, -2.408], [2.458, -1.900, -2.823], [-1.856, -1.831, 1.704], [-1.372, -1.557, 4.140], [1.024, -1.273, 4.847], [-4.526, -1.937, -1.577], [-4.886, -0.692, -1.394], [-6.256, -0.426, -1.180], [-6.696, 0.857, -0.990], [-5.788, 1.929, -1.045], [-4.444, 1.703, -1.243], [-3.951, 0.399, -1.383], [-2.522, 0.145, -1.459], [-2.073, -1.057, -1.548], [-1.739, 1.215, -1.394], [-0.448, 1.008, -1.376], [0.405, 1.986, -1.345], [-0.043, 3.670, -1.389], [1.631, 4.265, -0.962], [2.642, 3.339, -1.592], [2.097, 1.622, -1.258], [-3.555, -2.013, -1.708], [-6.926, -1.272, -1.174], [-7.739, 1.055, -0.789], [-6.141, 2.940, -0.917], [-3.748, 2.525, -1.267], [1.710, 4.266, 0.127], [1.734, 5.282, -1.335], [3.633, 3.466, -1.159], [2.700, 3.454, -2.676]],
  "forces_ev_per_angstrom": [[-0.493, -0.238, 0.241], [-0.778, -0.068, -0.720], [0.479, -0.076, -0.713], [0.145, 0.146, 1.383], [-0.494, -0.089, -0.784], [-0.346, 0.032, -0.042], [-0.029, 0.037, 0.254], [0.392, -0.054, -0.375], [0.229, -0.173, 0.001], [1.131, -0.012, -0.130], [-0.293, 0.095, 1.358], [0.123, -0.186, -0.446], [-0.205, 0.029, 0.313], [0.214, -0.019, -0.011], [-0.033, -0.022, -0.326], [-0.772, -0.040, -0.514], [1.393, 0.069, 0.172], [-0.628, 0.025, 0.549], [0.120, -0.037, -0.031], [-0.001, -0.007, -0.126], [-0.025, 0.021, -0.017], [-0.076, 0.072, 0.019], [-0.041, 0.006, 0.022], [-0.001, -0.040, 0.171], [0.415, -0.655, -0.105], [-0.354, 0.831, 0.164], [0.335, -0.317, -0.139], [0.325, -0.187, -0.009], [0.750, 0.251, -0.062], [-0.862, 0.531, 0.315], [0.676, -0.644, -0.057], [-1.699, -1.721, 0.588], [0.430, 0.393, -0.356], [2.364, 2.349, -1.395], [-2.430, -2.539, 0.977], [1.322, 2.885, -0.226], [0.349, -0.767, 0.244], [-0.220, -0.068, 0.129], [-0.061, -0.318, -0.036], [-0.605, 0.309, -0.288], [-0.405, 0.109, 0.115], [-0.077, -0.043, 0.022], [-0.073, -0.054, -0.073], [-0.051, 0.085, -0.029], [-0.021, 0.078, -0.006], [-0.024, 0.066, -0.047], [-0.058, 0.012, -0.005], [-0.036, -0.043, -0.008], [-0.001, -0.011, 0.038]]
}

---

# 2
{
  "formula": "C22H15Br2N5ORuS",
  "method": "the ωB97M-V functional and the def2-TZVPD basis",
  "charge": 2,
  "homo_energy_ev": -14.19,
  "energy_ev": -186039.955,
  "lumo_ev": -9.12,
  "elements": ["Ru", "N", "C", "S", "N", "N", "C", "C", "C", "C", "C", "C", "C", "C", "C", "C", "C", "C", "N", "H", "H", "H", "H", "H", "H", "H", "H", "H", "H", "H", "Br", "C", "C", "C", "Br", "C", "C", "C", "C", "N", "C", "C", "O", "H", "H", "H", "H"],
  "coordinates": [[-0.395, 0.139, -0.005], [3.233, 1.443, -1.964], [2.314, 1.044, -1.093], [0.646, 1.589, -1.364], [2.638, 0.332, -0.058], [1.550, -0.021, 0.675], [1.782, -0.508, 1.862], [3.116, -0.706, 2.459], [3.968, 0.378, 2.656], [5.203, 0.178, 3.248], [5.602, -1.101, 3.619], [4.763, -2.185, 3.405], [3.515, -1.989, 2.833], [0.554, -0.853, 2.526], [0.488, -1.459, 3.772], [-0.729, -1.941, 4.312], [-1.834, -1.853, 3.547], [-1.800, -1.220, 2.220], [-0.574, -0.559, 1.815], [2.998, 2.015, -2.756], [4.194, 1.167, -1.830], [3.662, 1.372, 2.358], [5.859, 1.020, 3.417], [6.572, -1.252, 4.071], [5.081, -3.182, 3.678], [2.870, -2.841, 2.647], [1.415, -1.574, 4.320], [-0.754, -2.388, 5.296], [-2.788, -2.236, 3.888], [-2.633, -0.517, 2.132], [-3.652, 1.902, -3.695], [-3.821, 0.386, -2.635], [-4.845, -0.488, -2.720], [-4.992, -1.636, -1.834], [-6.544, -2.637, -2.062], [-4.070, -1.953, -0.888], [-4.131, -3.012, 0.105], [-3.164, -3.123, 1.016], [-1.957, -2.247, 1.011], [-1.875, -1.278, -0.080], [-2.909, -1.112, -0.844], [-2.830, 0.133, -1.615], [-1.928, 0.909, -1.263], [-5.629, -0.329, -3.450], [-4.977, -3.686, 0.105], [-3.200, -3.899, 1.770], [-1.049, -2.855, 1.004]],
  "forces_ev_per_angstrom": [[0.433, -0.419, 0.145], [-0.013, -0.044, 0.011], [0.064, -0.023, 0.028], [-0.044, 0.092, 0.003], [-0.003, -0.057, -0.183], [-0.070, -0.170, -0.041], [0.029, 0.229, 0.035], [-0.091, 0.037, -0.041], [0.032, 0.042, 0.044], [-0.016, 0.002, -0.013], [0.012, 0.017, -0.001], [-0.038, 0.003, -0.009], [0.022, -0.035, 0.029], [-0.341, 0.025, 0.063], [-0.019, 0.031, -0.124], [0.035, 0.038, 0.046], [-0.019, -0.057, 0.041], [-0.003, 0.042, 0.028], [0.136, 0.273, -0.126], [-0.002, 0.032, 0.032], [-0.010, -0.028, -0.027], [-0.003, -0.017, 0.005], [0.003, -0.002, -0.001], [-0.001, -0.003, 0.000], [-0.003, -0.001, 0.001], [-0.003, 0.008, -0.016], [0.022, -0.021, 0.005], [0.028, 0.018, 0.002], [0.002, -0.036, -0.059], [0.011, -0.022, -0.009], [0.000, 0.009, -0.023], [0.163, -0.046, 0.098], [-0.068, -0.007, -0.021], [-0.017, -0.005, -0.001], [0.021, -0.001, 0.011], [-0.054, -0.042, 0.058], [-0.015, 0.025, 0.023], [-0.029, 0.060, -0.034], [-0.060, -0.117, 0.000], [-0.008, -0.246, -0.236], [0.086, 0.022, 0.076], [0.109, 0.060, -0.223], [-0.340, 0.292, 0.365], [0.013, 0.019, -0.005], [0.014, -0.006, -0.013], [0.024, -0.019, -0.017], [0.014, 0.051, 0.072]]
}

---

# 3
{
  "formula": "C22H15F3N3O7Ti",
  "method": "the ωB97M-V functional and the def2-TZVPD basis",
  "charge": -1,
  "relative_energy_kcal_mol": 15.6,
  "homo_energy_ev": [-3.37, -3.37],
  "energy_ev": -73134.759,
  "lumo_ev": [2.76, 2.76],
  "elements": ["Ti", "O", "C", "C", "C", "C", "C", "C", "C", "O", "N", "N", "C", "C", "C", "C", "C", "C", "N", "H", "H", "H", "H", "H", "H", "H", "H", "H", "H", "F", "C", "F", "F", "C", "O", "O", "O", "C", "C", "C", "C", "C", "C", "C", "O", "O", "H", "H", "H", "H", "H"],
  "coordinates": [[0.730, -0.432, 0.866], [-2.747, -3.432, -1.918], [-2.046, -2.793, -2.868], [-2.458, -2.939, -4.193], [-1.778, -2.302, -5.214], [-0.671, -1.505, -4.937], [-0.259, -1.357, -3.626], [-0.927, -1.991, -2.580], [-0.442, -1.803, -1.200], [0.617, -1.081, -0.988], [-1.078, -2.376, -0.209], [-0.439, -2.038, 0.965], [-0.455, -2.899, 1.986], [0.511, -2.599, 2.936], [0.722, -3.305, 4.150], [1.748, -2.963, 4.969], [2.603, -1.894, 4.587], [2.352, -1.234, 3.423], [1.329, -1.530, 2.576], [-2.337, -3.203, -1.043], [-3.323, -3.559, -4.391], [-2.115, -2.426, -6.236], [-0.142, -1.003, -5.736], [0.593, -0.740, -3.373], [-1.096, -3.769, 1.980], [0.048, -4.117, 4.393], [1.917, -3.497, 5.896], [3.445, -1.600, 5.197], [3.002, -0.430, 3.109], [2.950, 2.288, 3.441], [2.136, 2.184, 2.377], [1.103, 1.393, 2.744], [1.643, 3.394, 2.119], [2.897, 1.587, 1.153], [3.688, 2.314, 0.592], [2.587, 0.376, 0.884], [0.957, 2.100, -0.667], [-0.059, 2.976, -0.901], [0.107, 4.000, -1.831], [-0.915, 4.900, -2.072], [-2.116, 4.789, -1.386], [-2.270, 3.774, -0.457], [-1.261, 2.851, -0.200], [-1.536, 1.791, 0.849], [-2.387, 1.991, 1.691], [-0.794, 0.731, 0.777], [1.789, 2.450, -1.013], [1.049, 4.079, -2.362], [-0.769, 5.690, -2.800], [-2.921, 5.489, -1.570], [-3.183, 3.668, 0.112]],
  "forces_ev_per_angstrom": [[-0.133, -0.618, 0.212], [-0.006, 0.009, 0.034], [0.006, 0.024, -0.026], [0.016, 0.008, 0.023], [0.007, 0.003, -0.011], [-0.003, -0.001, 0.001], [-0.010, -0.007, -0.018], [0.037, 0.005, 0.024], [-0.408, -0.189, 0.005], [0.180, 0.309, 0.199], [0.294, 0.180, 0.094], [0.239, 0.528, -0.755], [0.345, -0.251, 0.815], [-0.547, -0.156, -0.587], [0.179, -0.029, 0.258], [-0.202, -0.169, -0.018], [0.020, 0.187, -0.216], [0.247, 0.043, 0.306], [-0.320, 0.180, -0.387], [0.008, -0.032, -0.016], [0.000, -0.001, 0.002], [-0.001, -0.001, 0.001], [-0.001, 0.000, -0.001], [0.001, 0.003, -0.008], [0.020, 0.017, 0.045], [-0.002, 0.005, 0.006], [-0.004, -0.006, -0.002], [0.009, 0.010, -0.011], [-0.003, -0.002, 0.000], [0.000, -0.006, -0.020], [0.053, 0.009, -0.014], [-0.011, 0.118, 0.017], [0.012, -0.003, -0.006], [0.047, 0.251, -0.038], [-0.051, -0.116, 0.032], [-0.254, -0.179, -0.022], [0.038, 0.011, 0.075], [0.019, 0.003, -0.063], [-0.004, 0.008, 0.039], [0.000, -0.010, 0.000], [0.002, 0.006, 0.007], [-0.011, -0.009, 0.001], [-0.097, -0.126, -0.048], [0.192, 0.318, 0.123], [-0.043, -0.089, -0.072], [0.175, -0.212, 0.046], [-0.039, -0.027, -0.029], [0.005, 0.004, 0.001], [0.000, -0.005, 0.000], [0.000, -0.002, 0.006], [-0.006, 0.009, -0.003]]
}

---

# 4
{
  "formula": "C22H15F3NO4S2",
  "method": "the ωB97M-V functional and the def2-TZVPD basis",
  "charge": -1,
  "relative_energy_kcal_mol": 27.7,
  "homo_energy_ev": -4.78,
  "energy_ev": -62559.913,
  "lumo_ev": 2.62,
  "elements": ["C", "C", "C", "C", "C", "C", "C", "C", "C", "C", "C", "C", "O", "C", "C", "H", "H", "H", "H", "H", "H", "H", "H", "H", "H", "H", "F", "C", "F", "F", "S", "N", "C", "O", "C", "C", "C", "C", "C", "C", "S", "O", "O", "H", "H", "H", "H"],
  "coordinates": [[3.540, 0.956, -0.936], [2.960, 0.378, -2.052], [1.676, -0.146, -1.959], [1.014, -0.152, -0.749], [-0.311, -0.950, -0.683], [-0.004, -2.472, -0.863], [0.167, -3.265, 0.363], [-0.487, -4.485, 0.315], [-0.562, -5.231, 1.470], [-0.024, -4.753, 2.659], [0.806, -3.629, 2.634], [0.933, -2.863, 1.477], [0.078, -2.891, -2.029], [1.547, 0.543, 0.336], [2.807, 1.130, 0.226], [4.547, 1.316, -0.988], [3.481, 0.317, -2.995], [1.187, -0.602, -2.816], [-0.844, -0.768, 0.253], [-0.957, -4.793, -0.616], [-1.161, -6.119, 1.464], [-0.087, -5.344, 3.570], [1.283, -3.268, 3.538], [1.551, -1.957, 1.421], [0.974, 0.583, 1.262], [3.181, 1.722, 1.053], [-3.391, -1.481, -3.266], [-3.125, -1.209, -1.942], [-3.957, -0.234, -1.572], [-3.416, -2.264, -1.144], [-1.247, -0.847, -2.114], [-2.068, 1.301, -0.378], [-1.695, 2.241, -1.291], [-1.666, 2.178, -2.524], [-1.116, 3.352, -0.485], [-1.064, 3.007, 0.856], [-0.163, 3.596, 1.731], [0.773, 4.474, 1.148], [0.548, 5.033, -0.127], [-0.465, 4.502, -0.928], [-2.160, 1.621, 1.144], [-3.530, 1.977, 1.471], [-1.466, 0.632, 1.930], [-0.148, 3.297, 2.785], [1.654, 4.769, 1.718], [1.161, 5.874, -0.478], [-0.755, 4.924, -1.886]],
  "forces_ev_per_angstrom": [[-0.116, 0.317, -0.165], [-0.406, -0.232, 0.061], [0.485, -0.139, -0.410], [-1.164, -0.159, -0.078], [0.805, -1.604, 1.710], [1.762, 0.493, -1.697], [0.702, -0.435, -0.547], [0.012, 0.062, 0.345], [-0.533, 0.134, 0.491], [1.042, -0.272, -0.247], [-0.209, 0.457, -0.075], [-0.897, -0.092, -0.388], [0.817, -1.057, 3.185], [-0.161, -0.242, 0.101], [-0.556, -0.319, 0.214], [0.406, 0.287, -0.061], [0.171, 0.029, -0.031], [0.262, 0.033, 0.027], [0.088, 0.108, -0.202], [0.041, 0.061, 0.235], [-0.092, -0.509, 0.101], [-0.207, 0.174, -0.102], [0.090, -0.219, 0.025], [-0.406, -0.436, 0.171], [0.073, 0.152, -0.161], [0.165, -0.163, -0.005], [-0.263, -0.232, 1.287], [1.535, 0.926, -0.094], [0.406, -0.539, -0.354], [0.180, 0.152, -0.700], [-4.022, 2.407, -3.144], [-0.971, -1.664, -2.089], [-0.608, -0.670, 0.527], [-0.267, 0.287, 1.296], [0.684, 1.216, 0.256], [0.226, 1.177, 1.463], [0.336, -0.045, -0.608], [-0.299, 0.512, 0.261], [-0.122, -0.246, 0.524], [0.037, -0.283, 0.128], [-0.073, 1.186, -2.437], [0.941, 0.003, 0.915], [-0.109, -0.224, 0.724], [0.266, 0.112, -0.481], [-0.298, 0.207, -0.014], [-0.206, -0.495, 0.141], [0.454, -0.214, -0.098]]
}